Molecular formula: C19H27F4N6O3S2
Method: DFT, wB97M-V/def2-TZVPD

```
61
Properties=species:S:1:pos:R:3:forces:R:3
C 1.947301 2.634503 -0.166263 0.678 -0.071 -1.003
C 2.725829 2.913326 -1.543563 0.463 -0.298 1.636
C 4.191881 2.337419 -1.342947 -0.146 0.814 0.226
C 4.244526 0.832812 -0.857750 0.080 0.509 -0.571
C 3.305826 -0.160160 -1.650204 0.081 -0.543 0.579
C 2.936852 -1.371115 -0.700589 0.947 -0.029 -0.641
C 2.333801 -2.625334 -1.474539 -0.200 0.854 1.158
N 0.887352 -2.441810 -1.758159 0.375 -0.233 -0.569
C -0.040835 -2.448704 -0.779327 -2.318 0.116 1.822
N -1.396437 -2.266926 -0.885280 1.189 -0.395 1.091
C -1.982401 -2.317820 0.410191 3.277 -1.023 -1.474
C -3.431973 -2.142431 0.866925 0.849 1.344 -0.178
F -3.660808 -0.738188 0.984740 -0.044 -1.670 0.182
F -3.641767 -2.641423 2.166661 0.324 0.208 -1.788
C -4.515910 -2.671738 -0.147498 -0.994 2.078 -0.111
F -4.502989 -1.794783 -1.227563 0.254 -1.789 1.326
F -5.764046 -2.466634 0.467531 1.594 -0.791 -0.625
N -0.866584 -2.562953 1.241312 -0.436 -0.439 3.702
C -0.750274 -2.721914 2.705640 -1.496 0.669 0.963
C -1.129254 -1.337611 3.367466 -0.079 0.676 -0.846
C -0.000500 -0.215111 3.199971 -0.201 -1.800 0.579
S -0.798590 1.394209 3.609245 0.593 0.270 -0.872
C -0.753186 2.505457 2.174797 0.643 0.686 -1.097
S -0.324831 4.089390 2.463025 -0.594 -1.283 0.240
N -1.083946 2.133274 0.844578 -0.664 -0.097 -0.695
C -1.521719 3.033717 -0.153696 -0.484 -0.598 -3.587
C -1.717353 2.290086 -1.404160 1.318 0.895 3.761
N -1.389919 0.918653 -1.128619 0.722 1.777 2.576
C -1.031632 0.887929 0.174991 -0.488 -0.397 -1.159
N 0.331179 -2.671451 0.581719 -1.293 0.522 -3.537
H 1.164059 3.419025 -0.026029 0.455 -1.054 0.027
H 2.673508 2.650626 0.702866 -0.806 0.196 -0.917
H 1.548993 1.588703 -0.244231 -0.110 1.062 0.360
H 2.211404 2.413457 -2.405210 0.351 0.696 0.757
H 2.753246 4.033952 -1.664758 0.127 -1.223 -0.293
H 4.645895 2.956109 -0.505605 -0.364 -0.651 -0.936
H 4.829084 2.554048 -2.248806 -0.623 -0.567 0.757
H 5.322273 0.498739 -0.965062 -1.203 0.154 0.247
H 3.994693 0.815570 0.242718 0.159 -0.081 -1.135
H 2.346921 0.291906 -2.017164 0.939 -0.161 0.385
H 3.857871 -0.554192 -2.547379 -0.510 0.342 0.731
H 2.275225 -0.991395 0.124673 0.385 -0.449 -0.835
H 3.897672 -1.712015 -0.202123 -0.969 0.267 -0.501
H 2.450665 -3.505475 -0.775332 -0.065 0.534 -1.030
H 2.908878 -2.782427 -2.430464 -0.802 0.021 1.039
H 0.543688 -2.304646 -2.708760 0.194 0.030 0.628
H -4.394989 -3.736903 -0.461415 -0.157 0.945 0.213
H 0.264269 -3.069720 3.039028 -0.776 0.345 -0.743
H -1.493845 -3.489441 3.078761 0.791 0.697 -0.529
H -2.025464 -0.930318 2.809216 0.876 -0.633 0.708
H -1.450198 -1.423414 4.445785 0.544 -0.031 -1.047
H 0.792295 -0.481087 3.966800 -0.733 0.861 -0.753
H 0.509845 -0.252873 2.203822 -0.650 0.235 0.844
H -1.666515 4.133894 -0.040650 0.165 -1.458 0.350
H -2.047081 2.720048 -2.408958 0.014 -1.001 1.563
H -0.683340 0.001577 0.745637 -0.552 0.771 -0.833
H 1.231272 -2.841551 1.019345 -0.718 0.162 -0.025
C -4.776716 2.422834 -2.647224 0.087 -0.535 -1.084
O -5.041182 2.878641 -1.517042 -0.046 0.227 0.561
O -3.770066 2.779137 -3.351592 0.959 0.859 0.021
O -5.471956 1.542519 -3.249482 -0.908 -0.525 0.380
```
Forces are in eV/Å.

* multiplicity: 1
* calculated total energy: -67756.4731 eV
* HOMO level: -0.0475 Eh
* net charge: -1

=====

Molecular formula: C19H27F4N8NaO5
Method: DFT, wB97M-V/def2-TZVPD

```
64
Properties=species:S:1:pos:R:3:forces:R:3
Na 0.038433 -0.107657 -0.217551 0.025 -0.029 -0.095
O -0.933427 -2.980517 1.113616 -0.002 0.013 0.005
C 0.255633 -3.730058 1.072555 0.007 -0.009 0.022
C 1.522876 -2.893802 1.176263 0.013 0.010 -0.067
N 1.727836 -1.940738 0.090875 -0.077 -0.135 0.051
C 1.758489 -2.584740 -1.216469 -0.080 0.033 -0.051
C 0.382139 -2.821664 -1.885838 0.012 0.013 0.069
O 0.377154 -3.608780 -2.840891 -0.025 -0.002 -0.008
O -0.597506 -2.155466 -1.428004 0.058 -0.029 -0.015
C 2.943158 -1.187977 0.333355 0.124 0.031 0.097
C 3.134291 0.038473 -0.567373 -0.034 0.052 -0.059
O 4.321891 0.440786 -0.673812 0.086 0.018 0.002
O 2.126231 0.560435 -1.090442 -0.105 0.007 0.020
H -1.010676 -2.589733 0.214203 0.000 -0.009 -0.001
H 0.289970 -4.355736 0.171283 0.008 -0.001 -0.005
H 0.249729 -4.408462 1.932632 -0.019 0.000 -0.005
H 2.376516 -3.601283 1.229827 0.010 0.004 0.014
H 1.495254 -2.331672 2.111967 -0.011 -0.003 0.013
H 2.304157 -3.540463 -1.186822 -0.005 -0.009 -0.013
H 2.295431 -1.930994 -1.906890 0.011 -0.003 0.007
H 3.846151 -1.813578 0.247133 0.001 -0.014 0.015
H 2.912001 -0.806944 1.358834 0.037 -0.006 0.003
C -0.275420 0.335599 -3.799050 -0.009 -0.004 -0.021
C -0.870303 1.499055 -3.023264 0.030 -0.079 0.085
N -1.530006 1.097653 -1.782873 -0.106 0.169 -0.028
C -2.622352 0.142206 -1.965074 0.118 -0.047 0.010
C -3.808928 0.621309 -2.802593 -0.055 -0.031 0.017
C -1.917500 2.289691 -1.029981 0.040 -0.075 -0.032
C -2.428108 2.011217 0.377576 -0.011 0.044 -0.017
N -1.441523 1.251145 1.109641 -0.027 -0.027 0.012
C -1.543811 1.120396 2.414484 0.011 0.037 0.018
C -0.479212 0.456057 3.111314 -0.016 -0.012 0.022
F 0.554588 -0.004431 2.365439 -0.007 0.018 0.017
C -0.444905 0.274356 4.463001 0.047 -0.035 -0.041
F 0.622823 -0.360044 5.009896 -0.003 0.002 -0.004
C -1.457531 0.717968 5.307453 -0.056 0.036 0.025
C -2.510381 1.352151 4.673815 0.029 -0.023 0.031
F -3.549156 1.799009 5.430678 -0.005 0.004 -0.005
C -2.572608 1.550064 3.314696 0.012 -0.009 -0.051
F -3.699151 2.152899 2.829404 -0.008 0.003 0.016
H 0.321214 0.722826 -4.628307 -0.009 -0.005 -0.012
H -1.033362 -0.333796 -4.209156 -0.008 0.006 -0.002
H 0.375705 -0.257001 -3.157663 0.014 0.015 0.012
H -1.557270 2.078334 -3.668002 0.017 0.003 -0.029
H -0.064229 2.178423 -2.740661 -0.006 0.010 -0.018
H -2.966529 -0.146786 -0.969689 -0.031 -0.001 -0.019
H -2.199542 -0.766876 -2.390991 -0.014 0.011 -0.002
H -4.315058 1.479774 -2.355589 0.010 0.008 0.003
H -4.536426 -0.190193 -2.882711 -0.015 0.022 -0.010
H -3.508519 0.895884 -3.816261 0.017 -0.001 0.000
H -2.673897 2.882131 -1.577953 0.000 0.018 0.018
H -1.025512 2.914483 -0.952021 -0.005 0.018 0.000
H -3.407826 1.510632 0.331027 0.022 -0.016 0.001
H -2.625161 2.995673 0.825831 0.003 -0.006 0.013
H -1.425553 0.573520 6.375301 -0.003 -0.002 0.000
N 4.136805 2.835234 -1.969645 -0.069 0.060 0.017
N 3.021328 3.456140 -1.432574 0.048 -0.018 -0.017
N 2.903931 3.699082 -0.154102 -0.006 -0.045 0.008
C 1.712867 4.291637 -0.119569 -0.012 0.020 -0.003
N 1.164185 4.418706 -1.328730 0.023 0.019 -0.005
N 2.025249 3.864949 -2.165164 -0.020 0.009 0.003
H 4.256916 1.932438 -1.433715 0.003 -0.011 -0.018
H 3.836232 2.573045 -2.903800 0.020 -0.020 0.007
H 1.244575 4.614246 0.793728 0.002 0.004 -0.001
```
Forces are in eV/Å.

* multiplicity: 1
* calculated total energy: -57588.2884 eV
* HOMO level: -0.0600 Eh
* relative energy (zero: lowest compared OMol25 entry of this formula, charge and spin): 0.000 eV
* net charge: -2

=====

Molecular formula: C19H27FN4O2
Method: DFT, wB97M-V/def2-TZVPD

```
53
Properties=species:S:1:pos:R:3:forces:R:3
C -6.023956 -1.828057 -0.119162 -0.192 -0.126 -0.177
O -5.022282 -1.189664 0.633270 0.412 0.261 0.209
C -3.961770 -0.655547 -0.021467 0.086 0.043 0.097
C -3.758289 -0.676006 -1.397263 -0.213 -0.154 0.183
C -2.631930 -0.099135 -1.957401 0.238 0.147 0.088
C -1.667490 0.520911 -1.167304 -0.481 -0.226 0.069
C -0.480400 1.120118 -1.746139 0.503 0.448 -0.033
N 0.041206 0.713842 -2.931562 -0.285 -0.017 0.382
N 1.126920 1.392679 -3.278638 0.571 0.023 -0.686
C 1.317341 2.271211 -2.314569 -0.337 -0.257 0.004
C 0.342002 2.155696 -1.310995 -0.274 -0.159 -0.145
C 0.219673 2.997772 -0.085952 -0.094 -0.172 0.011
N 0.588279 2.266564 1.124937 0.119 0.121 -0.013
C 0.231750 3.025861 2.305878 0.009 -0.048 0.000
C 1.997149 1.899767 1.115470 0.193 -0.138 0.164
C 2.305855 0.705217 2.016384 -0.188 0.019 -0.285
C 1.689037 -0.588787 1.478299 0.173 0.102 0.138
N 2.126172 -0.860855 0.119866 -0.074 0.027 -0.034
C 1.226306 -1.692240 -0.658151 0.017 -0.387 -0.002
C 1.343430 -3.181229 -0.306412 -0.248 0.288 -0.084
O 2.669784 -3.637851 -0.470090 0.070 -0.024 -0.101
C 3.564547 -2.883656 0.321593 0.132 0.289 0.065
C 3.476229 -1.385740 -0.004242 0.050 -0.296 -0.003
C -1.860609 0.550384 0.216387 -0.309 -0.133 -0.073
C -2.982260 -0.027036 0.760083 -0.110 -0.042 0.048
F -3.146492 0.004528 2.099969 -0.034 -0.037 -0.245
H -6.502499 -1.136211 -0.819770 0.027 -0.032 0.018
H -5.627320 -2.687997 -0.668516 -0.013 0.042 0.011
H -6.759318 -2.172045 0.605983 0.026 0.005 -0.094
H -4.482937 -1.141495 -2.045998 -0.096 -0.050 -0.019
H -2.523839 -0.118854 -3.031697 -0.010 0.025 -0.114
H -0.280395 -0.045986 -3.509344 0.096 0.089 0.070
H 2.135921 2.961809 -2.364514 0.207 0.147 -0.027
H -0.822221 3.315684 0.027221 0.074 0.091 0.037
H 0.841023 3.902188 -0.211809 -0.112 -0.013 0.040
H -0.841239 3.216639 2.304194 -0.053 0.031 0.050
H 0.759420 3.991590 2.361739 0.004 0.011 0.001
H 0.472563 2.449719 3.196496 -0.015 0.044 0.090
H 2.261232 1.610077 0.097264 0.047 0.062 0.076
H 2.627760 2.756701 1.411274 -0.042 0.017 -0.069
H 1.927368 0.870519 3.025695 0.087 0.006 0.098
H 3.390265 0.604388 2.085307 0.042 0.002 0.100
H 1.919969 -1.406697 2.179869 -0.116 0.026 -0.021
H 0.605812 -0.463127 1.452540 -0.036 -0.072 0.041
H 0.199615 -1.353727 -0.511887 -0.017 0.001 -0.038
H 1.498278 -1.560935 -1.711281 -0.105 -0.046 -0.028
H 0.730177 -3.788999 -0.974159 -0.053 0.041 0.076
H 1.014997 -3.347779 0.731764 0.002 -0.030 -0.060
H 4.561382 -3.268782 0.100744 -0.007 0.053 0.091
H 3.346601 -3.052734 1.388132 0.040 -0.018 -0.067
H 4.149216 -0.826810 0.645522 0.087 0.022 -0.025
H 3.787489 -1.232960 -1.042818 0.108 -0.018 0.051
H -1.119499 1.007101 0.855246 0.093 0.016 0.136
```
Forces are in eV/Å.

* multiplicity: 1
* calculated total energy: -32912.7020 eV
* HOMO level: -0.2924 Eh
* relative energy (zero: lowest compared OMol25 entry of this formula, charge and spin): 0.000 eV
* SMILES: COc1ccc(-c2[nH]ncc2CN(C)CCCN2CCOCC2)cc1F
* net charge: 0

=====

| no. | LUMO level (eV) | frontier orbital gap (eV) |
| --- | --- | --- |
| 1 | 0.82 | 2.112 |
| 2 | 4.00 | 5.636 |
| 3 | 0.66 | 8.618 |